DFT (ωB97M-V with the def2-TZVPD basis set) results for an isolated ion of composition C7H15F3N3 and charge +1 in a non-equilibrium geometry.

```
28
C7H15F3N3 | the OMol25 dataset | ωB97M-V with the def2-TZVPD basis set
C 1.25831 -1.14375 2.30397
C 0.54127 -0.87246 0.97222
N 1.66232 -0.68157 -0.05437
C -0.38316 -1.90065 0.38336
C -1.64561 -0.96101 0.02808
N -1.12758 0.40772 -0.11924
C -0.89642 0.95535 -1.34449
N 0.56446 0.92048 -1.66343
C -1.08842 2.51765 -1.22485
F -2.14610 2.92068 -0.52856
F 0.04965 3.06878 -0.78844
F -1.26450 2.87148 -2.55445
C -0.16694 0.48635 1.02570
H 1.66858 -0.27218 2.85851
H 2.08205 -1.85333 2.02554
H 0.50036 -1.61887 2.99556
H 1.24147 0.07146 -0.76291
H 1.76088 -1.40729 -0.69166
H 2.56568 -0.41805 0.28972
H -0.68726 -2.80993 1.02423
H 0.07288 -2.41488 -0.45400
H -2.12441 -1.28808 -0.89661
H -2.25985 -0.97608 0.89688
H -1.51139 0.63556 -2.21383
H 0.53133 0.29922 -2.42548
H 1.08912 1.75217 -1.78334
H -0.89522 0.51786 1.87674
H 0.60849 1.19337 0.82514
```

## Properties
- orbital gap (eV) = 9.96
- highest occupied orbital energy (eV) = -12.9
- SMILES = C[C@@]1([NH3+])CCN([C@H](N)C(F)(F)F)C1
- total charge = +1
- DFT total energy (eV) = -20117.574

From a Löwdin analysis of the wavefunction, the atomic charges in e read:
1. C -0.01
2. C -0.48
3. N 0.18
4. C -0.06
5. C -0.08
6. N -0.12
7. C -0.24
8. N 0.11
9. C -0.53
10. F 0.19
11. F 0.14
12. F 0.10
13. C -0.04
14. H 0.10
15. H 0.10
16. H 0.11
17. H 0.05
18. H 0.11
19. H 0.15
20. H 0.16
21. H 0.10
22. H 0.13
23. H 0.11
24. H 0.19
25. H 0.11
26. H 0.12
27. H 0.17
28. H 0.13